1.
{"formula": "C44H35AlBO9S2", "method": "the ωB97M-V functional and the def2-TZVPD basis", "symbols": ["S", "S", "Al", "O", "O", "O", "O", "O", "O", "O", "O", "O", "C", "C", "C", "C", "C", "C", "C", "C", "C", "C", "C", "C", "C", "C", "C", "C", "C", "C", "C", "C", "C", "C", "C", "C", "C", "C", "C", "C", "C", "C", "C", "C", "C", "C", "C", "C", "C", "C", "C", "C", "C", "C", "C", "C", "B", "H", "H", "H", "H", "H", "H", "H", "H", "H", "H", "H", "H", "H", "H", "H", "H", "H", "H", "H", "H", "H", "H", "H", "H", "H", "H", "H", "H", "H", "H", "H", "H", "H", "H", "H"], "xyz": [[-0.821, 0.449, -0.741], [-0.292, -2.354, -0.228], [-3.167, 0.763, 1.423], [-2.006, 0.951, 0.126], [-4.930, -2.836, 1.528], [-5.076, 3.405, 0.768], [-1.833, 0.357, 5.072], [-2.512, 0.411, 2.957], [-1.569, -2.068, 2.428], [-3.779, -0.992, 1.084], [-1.627, -2.476, -0.845], [-3.261, 3.083, 2.078], [-1.981, -0.162, 4.001], [2.757, -0.308, 0.926], [3.730, 0.172, 3.110], [0.421, 1.077, 1.690], [3.928, -1.025, 0.598], [2.799, 0.036, -4.785], [-3.370, 6.741, 2.404], [3.832, 1.553, -3.236], [3.627, 1.097, -4.547], [2.144, -0.621, -3.722], [-2.880, 5.470, 2.664], [1.668, -0.191, 0.027], [1.691, -5.634, 1.075], [0.325, 3.901, -3.512], [2.647, 0.290, 2.213], [4.851, -0.528, 2.762], [-0.353, 1.860, -1.749], [0.536, 0.479, 0.430], [0.471, 2.888, -1.323], [0.798, -1.824, -1.597], [-2.630, -2.893, 2.060], [-4.461, 6.943, 1.567], [2.345, -0.146, -2.398], [0.269, -4.064, -0.027], [0.806, 3.898, -2.207], [-0.556, -5.095, -0.438], [0.845, -6.683, 0.714], [-0.262, -6.398, -0.077], [0.639, -2.324, -2.894], [1.408, -4.328, 0.717], [1.637, -0.764, -1.336], [-4.638, 4.616, 1.218], [4.946, -1.142, 1.503], [-0.834, 1.839, -3.053], [-0.502, 2.857, -3.922], [1.294, -1.728, -3.937], [-3.829, -2.141, 1.514], [0.698, 4.983, -4.469], [-1.530, -1.625, 3.775], [-5.121, 5.885, 0.959], [3.199, 0.955, -2.184], [-3.522, 4.417, 2.044], [1.467, 0.983, 2.566], [1.107, -8.076, 1.194], [-4.239, 2.458, 1.299], [-0.490, 1.592, 1.965], [2.061, -3.518, 1.012], [-2.890, 7.593, 2.863], [3.646, 0.648, 4.076], [4.501, 2.381, -3.062], [-2.044, 5.310, 3.327], [-1.464, 1.022, -3.373], [4.001, -1.473, -0.380], [-0.486, -1.695, 4.102], [-5.689, -2.372, 1.129], [2.574, -5.844, 1.659], [0.838, -8.163, 2.247], [4.134, 1.587, -5.365], [3.348, 1.312, -1.175], [-4.804, 7.948, 1.377], [-0.886, 2.852, -4.931], [-2.958, -3.562, 2.868], [-1.430, -4.860, -1.028], [-2.143, -2.253, 4.431], [0.854, 2.900, -0.316], [-0.191, 5.407, -4.932], [1.394, 1.429, 3.547], [2.161, -8.325, 1.101], [5.830, -1.707, 1.255], [1.153, -2.085, -4.946], [2.636, -0.320, -5.790], [5.668, -0.618, 3.461], [1.451, 4.699, -1.877], [-0.907, -7.200, -0.405], [-5.972, 6.050, 0.318], [1.318, 4.574, -5.264], [0.520, -8.801, 0.638], [-0.022, -3.162, -3.049], [1.254, 5.772, -3.972], [-2.269, -3.507, 1.222]], "lowdin_charge": [1.209, 0.992, 0.208, -0.353, 0.215, 0.183, 0.131, 0.051, -0.136, 0.150, -0.489, 0.120, -0.516, -0.106, -0.016, -0.037, -0.016, -0.019, -0.081, -0.055, -0.060, -0.148, 0.014, -0.175, -0.027, -0.253, -0.138, -0.056, -0.330, -0.321, -0.042, -0.294, -0.096, -0.081, -0.109, -0.352, -0.013, -0.074, -0.264, -0.025, -0.034, -0.060, -0.184, -0.186, -0.053, -0.057, -0.017, 0.007, -0.361, -0.033, -0.059, 0.015, -0.013, -0.188, 0.018, -0.042, -0.396, 0.113, 0.107, 0.105, 0.119, 0.110, 0.121, 0.120, 0.123, 0.144, 0.172, 0.119, 0.090, 0.110, 0.120, 0.106, 0.124, 0.158, 0.110, 0.142, 0.118, 0.091, 0.130, 0.084, 0.111, 0.122, 0.117, 0.111, 0.121, 0.117, 0.122, 0.090, 0.079, 0.120, 0.081, 0.124], "homo_lumo_gap_ev": 8.02, "e_above_lowest_kcal_mol": 21.92, "e_tot_ha": -3438.53599, "total_charge": 1, "lumo_energy_ev": -2.59}

---

2.
{"formula": "C44H35As2CoF5IN3O", "method": "the ωB97M-V functional and the def2-TZVPD basis", "symbols": ["I", "As", "As", "Co", "F", "F", "F", "F", "F", "O", "N", "N", "N", "C", "C", "C", "C", "C", "C", "C", "C", "C", "C", "C", "C", "C", "C", "C", "C", "C", "C", "C", "C", "C", "C", "C", "C", "C", "C", "C", "C", "C", "C", "C", "C", "C", "C", "C", "C", "C", "C", "C", "C", "C", "C", "C", "C", "H", "H", "H", "H", "H", "H", "H", "H", "H", "H", "H", "H", "H", "H", "H", "H", "H", "H", "H", "H", "H", "H", "H", "H", "H", "H", "H", "H", "H", "H", "H", "H", "H", "H", "H"], "xyz": [[-2.134, -2.682, 1.934], [0.254, -1.470, -2.310], [1.348, -0.769, 1.054], [-0.822, 0.607, 1.562], [-1.102, 6.362, -0.016], [-0.413, 4.159, -4.107], [-0.354, 1.810, -2.844], [-1.045, 4.045, 1.269], [-0.793, 6.479, -2.726], [-0.697, 1.611, -0.152], [-2.598, 1.600, 2.064], [-2.653, 2.244, 3.119], [-0.293, 1.899, 3.136], [-1.519, -0.853, 2.894], [1.434, -2.252, -3.662], [2.591, 1.503, -0.223], [1.473, -2.537, 0.184], [-3.935, -2.995, -3.947], [-3.821, 0.534, 0.301], [-6.240, 1.470, 1.302], [-0.776, 5.302, -2.088], [3.604, 2.208, -0.863], [5.046, 0.293, -0.692], [-3.665, -1.640, -3.838], [2.249, -2.563, 4.757], [-2.970, -3.923, -3.575], [-1.457, -2.131, -2.987], [-1.368, 2.459, 3.694], [-0.935, 5.236, -0.721], [2.234, -1.254, 2.727], [-3.858, 1.320, 1.443], [-0.073, 3.487, 5.397], [1.050, 2.918, 4.820], [-5.008, 0.201, -0.336], [3.913, -0.869, 4.420], [0.986, -2.675, -4.909], [-2.433, -1.210, -3.354], [-0.917, 4.017, -0.069], [-0.568, 2.912, -2.119], [-6.213, 0.669, 0.163], [3.691, -2.830, -4.311], [0.480, -2.865, -0.926], [4.037, -0.409, -0.051], [-0.586, 4.122, -2.782], [-1.739, -3.493, -3.102], [-0.747, 2.787, -0.727], [2.798, 0.188, 0.178], [2.798, -2.322, -3.379], [1.881, -3.177, -5.847], [0.895, 2.128, 3.695], [1.685, -2.255, 3.527], [3.233, -3.262, -5.549], [-5.063, 1.798, 1.950], [3.365, -1.871, 5.207], [3.350, -0.561, 3.188], [-1.312, 3.251, 4.826], [4.828, 1.603, -1.103], [-5.065, 2.413, 2.838], [-2.231, -0.152, -3.264], [3.802, 0.212, 2.578], [3.177, -1.961, -2.429], [4.788, -0.327, 4.760], [4.747, -2.882, -4.073], [-4.412, -0.911, -4.130], [5.614, 2.149, -1.608], [-0.709, -1.159, 3.558], [1.373, -3.258, 0.993], [0.801, -2.794, 3.203], [-2.376, -0.593, 3.515], [-2.228, 3.664, 5.223], [-0.067, -2.621, -5.155], [2.038, 3.075, 5.231], [-7.140, 0.411, -0.334], [-0.511, -3.008, -0.501], [-2.876, 0.185, -0.095], [4.226, -1.423, 0.281], [3.427, 3.228, -1.182], [1.517, -3.504, -6.813], [-4.981, -0.425, -1.218], [0.781, -3.800, -1.401], [6.003, -0.181, -0.870], [1.810, -3.344, 5.365], [-3.174, -4.984, -3.657], [3.805, -2.113, 6.166], [1.629, 1.965, -0.059], [-0.991, -4.228, -2.828], [-4.894, -3.331, -4.322], [1.744, 1.659, 3.220], [3.928, -3.655, -6.280], [0.013, 4.108, 6.279], [-7.183, 1.836, 1.686], [2.501, -2.605, -0.174]], "lowdin_spin": [0.026, 0.001, 0.029, 2.660, -0.001, 0.000, 0.001, 0.001, 0.001, 0.061, 0.047, 0.010, 0.038, 0.045, 0.000, 0.000, 0.008, 0.000, 0.002, 0.000, 0.004, 0.000, 0.001, 0.000, 0.000, 0.000, 0.000, 0.005, -0.001, 0.002, 0.005, 0.000, 0.003, 0.000, 0.000, 0.000, 0.000, 0.004, 0.006, 0.001, 0.000, 0.000, 0.002, 0.000, 0.000, 0.004, 0.008, 0.000, 0.000, 0.005, 0.001, 0.000, 0.002, 0.001, 0.001, 0.002, 0.000, 0.000, 0.000, 0.000, 0.000, 0.000, 0.000, 0.000, 0.000, 0.007, 0.000, 0.000, 0.004, 0.000, 0.000, 0.000, 0.000, 0.000, 0.002, 0.000, 0.000, 0.000, 0.000, 0.000, 0.000, 0.000, 0.000, 0.000, 0.000, 0.000, 0.000, 0.000, 0.000, 0.000, 0.000, 0.001], "homo_lumo_gap_ev": [6.02, 6.65], "multiplicity": 4, "e_above_lowest_kcal_mol": 0.00, "e_tot_ha": -8588.46023, "total_charge": 0, "s_squared": 3.7661, "lumo_energy_ev": [-1.24, -1.20]}

---

3.
{"formula": "C44H35FMnN2O3S", "method": "the ωB97M-V functional and the def2-TZVPD basis", "symbols": ["Mn", "S", "F", "O", "O", "O", "N", "N", "C", "C", "C", "C", "C", "C", "C", "C", "C", "C", "C", "C", "C", "C", "C", "C", "C", "C", "C", "C", "C", "C", "C", "C", "C", "C", "C", "C", "C", "C", "C", "C", "C", "C", "C", "C", "C", "C", "C", "C", "C", "C", "C", "C", "H", "H", "H", "H", "H", "H", "H", "H", "H", "H", "H", "H", "H", "H", "H", "H", "H", "H", "H", "H", "H", "H", "H", "H", "H", "H", "H", "H", "H", "H", "H", "H", "H", "H", "H"], "xyz": [[0.609, -0.499, 0.310], [2.178, -2.143, -1.570], [-2.778, 1.659, 5.380], [1.990, 1.005, -0.299], [2.148, -1.683, 1.358], [-0.794, -2.095, 0.209], [-0.777, 0.472, -1.606], [3.204, -2.298, 0.900], [-2.020, 1.257, 4.300], [0.598, 2.443, -1.629], [-0.903, -5.730, -3.198], [-1.314, -0.807, -3.538], [3.008, 2.066, -2.218], [4.070, 4.053, 1.494], [4.083, 3.016, -4.167], [-2.999, -2.902, 0.435], [2.414, 5.581, 0.685], [2.477, 3.318, -0.171], [3.359, -2.578, -0.447], [5.294, -3.303, 1.476], [-0.475, 0.432, 2.081], [-1.873, -2.442, -0.529], [0.201, 1.038, -3.701], [4.862, 1.873, -4.306], [4.556, -3.243, -0.794], [1.999, 2.134, -1.041], [-0.705, -0.392, 3.198], [1.910, 4.587, -0.149], [-0.386, -4.299, -1.330], [-3.658, -4.127, 0.381], [0.004, 1.267, -2.345], [3.498, 5.323, 1.507], [-4.615, -4.468, 1.334], [-1.460, -0.003, 4.305], [-2.457, -1.222, -1.311], [-0.057, -5.359, -2.164], [-1.070, 1.697, 2.166], [3.801, 0.935, -2.356], [4.717, 0.836, -3.396], [-1.560, -3.581, -1.522], [-2.408, -3.964, -2.561], [-0.448, -0.033, -4.293], [-4.924, -3.590, 2.359], [4.136, -2.653, 1.812], [-3.305, -2.035, 1.486], [-1.468, -0.517, -2.186], [5.508, -3.604, 0.126], [3.562, 3.067, 0.670], [-4.258, -2.368, 2.431], [-2.085, -5.027, -3.393], [3.168, 3.109, -3.130], [-1.844, 2.126, 3.247], [1.055, 4.816, -0.773], [4.191, 3.836, -4.869], [-5.109, -5.433, 1.276], [-3.342, -3.438, -2.722], [3.863, -2.362, 2.815], [-2.787, -0.505, -0.558], [0.264, -3.967, -0.533], [-1.859, -1.631, -3.979], [5.577, 1.795, -5.119], [-0.063, 2.682, -0.794], [6.408, -4.113, -0.195], [5.311, -0.065, -3.498], [-0.642, -6.554, -3.853], [-0.302, -1.401, 3.200], [0.863, 1.682, -4.267], [-2.741, -1.115, 1.587], [-0.297, -0.251, -5.344], [3.886, 6.094, 2.162], [-3.333, -1.511, -1.898], [2.578, 4.014, -3.020], [0.879, -5.886, -2.013], [6.004, -3.558, 2.250], [3.641, 0.133, -1.648], [-5.665, -3.855, 3.105], [-4.460, -1.680, 3.244], [-0.935, 2.404, 1.349], [-3.420, -4.832, -0.405], [-2.759, -5.306, -4.197], [-2.300, 3.110, 3.277], [3.967, 2.063, 0.680], [1.944, 6.558, 0.695], [0.624, 3.299, -2.308], [4.909, 3.832, 2.145], [-1.626, -0.663, 5.151], [4.683, -3.457, -1.846]], "lowdin_spin": [4.692, 0.023, 0.001, 0.053, 0.038, 0.052, 0.023, 0.003, 0.003, 0.001, 0.000, 0.000, 0.002, 0.000, 0.000, 0.001, 0.000, 0.001, 0.004, 0.000, 0.028, 0.008, 0.000, 0.000, 0.001, 0.008, 0.009, 0.000, 0.000, 0.001, 0.008, 0.000, 0.000, 0.001, 0.002, 0.000, 0.009, 0.000, 0.000, 0.001, 0.000, 0.005, 0.001, 0.003, 0.000, 0.008, 0.002, 0.000, 0.000, 0.000, 0.000, 0.001, 0.000, 0.000, 0.000, 0.000, 0.000, 0.000, 0.000, 0.000, 0.000, 0.000, 0.000, 0.000, 0.000, 0.002, 0.000, 0.000, 0.000, 0.000, 0.000, 0.000, 0.000, 0.000, 0.000, 0.000, 0.000, 0.001, 0.000, 0.000, 0.000, 0.000, 0.000, 0.000, 0.000, 0.000, 0.000], "homo_lumo_gap_ev": [5.49, 6.42], "multiplicity": 6, "e_above_lowest_kcal_mol": 8.80, "e_tot_ha": -3682.03381, "total_charge": -2, "s_squared": 8.7543, "lumo_energy_ev": [4.54, 4.54]}

---

4.
{"formula": "C44H36Cl2FN6O2Ti", "method": "the ωB97M-V functional and the def2-TZVPD basis", "symbols": ["Ti", "Cl", "Cl", "F", "O", "O", "N", "N", "N", "N", "N", "N", "C", "C", "C", "C", "C", "C", "C", "C", "C", "C", "C", "C", "C", "C", "C", "C", "C", "C", "C", "C", "C", "C", "C", "C", "C", "C", "C", "C", "C", "C", "C", "C", "C", "C", "C", "C", "C", "C", "C", "C", "C", "C", "C", "C", "H", "H", "H", "H", "H", "H", "H", "H", "H", "H", "H", "H", "H", "H", "H", "H", "H", "H", "H", "H", "H", "H", "H", "H", "H", "H", "H", "H", "H", "H", "H", "H", "H", "H", "H", "H"], "xyz": [[-8.961, 7.836, 15.871], [-8.016, 5.468, 11.646], [-5.841, 2.047, 15.128], [-16.157, 2.562, 15.654], [-9.224, 6.666, 14.220], [-11.735, 12.023, 16.728], [-8.869, 5.862, 16.719], [-6.968, 8.156, 15.486], [-13.312, 11.935, 18.458], [-8.116, 8.510, 17.702], [-10.889, 8.263, 16.404], [-8.937, 9.414, 14.295], [-13.426, 5.617, 15.309], [-15.287, 11.354, 20.003], [-6.047, 8.072, 19.094], [-6.770, 8.197, 17.834], [-7.737, 9.321, 13.610], [-8.798, 5.334, 17.953], [-11.057, 9.507, 16.826], [-12.406, 11.373, 17.568], [-7.134, 3.741, 13.556], [-6.729, 8.550, 20.234], [-8.342, 5.082, 15.708], [-8.143, 4.143, 18.284], [-7.459, 10.059, 12.426], [-5.283, 8.915, 12.215], [-4.131, 7.218, 17.801], [-12.906, 7.568, 17.644], [-6.099, 7.925, 16.597], [-13.108, 8.863, 18.033], [-12.500, 6.827, 15.265], [-6.677, 8.515, 14.185], [-7.899, 4.863, 13.265], [-8.400, 11.050, 12.008], [-11.865, 7.158, 16.661], [-13.117, 4.480, 16.104], [-14.790, 13.259, 16.846], [-13.784, 13.252, 18.031], [-7.509, 3.990, 15.980], [-12.257, 9.913, 17.500], [-6.213, 9.881, 11.772], [-14.021, 3.433, 16.214], [-14.618, 5.624, 14.616], [-9.593, 11.136, 12.686], [-8.748, 8.784, 18.881], [-13.769, 11.463, 19.805], [-15.293, 3.608, 15.635], [-9.852, 10.238, 13.766], [-8.515, 5.561, 14.350], [-15.598, 4.676, 14.780], [-4.803, 7.383, 16.610], [-8.091, 8.846, 20.108], [-6.901, 3.344, 14.833], [-4.737, 7.515, 19.020], [-7.429, 3.487, 17.299], [-5.539, 8.267, 13.431], [-8.133, 3.810, 19.325], [-14.371, 13.057, 15.863], [-9.261, 5.922, 18.748], [-6.737, 2.705, 17.490], [-8.157, 11.674, 11.132], [-15.788, 11.126, 19.076], [-10.387, 11.820, 12.406], [-15.672, 12.341, 20.323], [-11.749, 6.641, 14.511], [-12.230, 4.467, 16.701], [-13.578, 6.777, 18.073], [-10.304, 10.277, 16.578], [-13.820, 2.513, 16.738], [-4.403, 6.970, 15.662], [-10.833, 10.293, 14.250], [-13.925, 9.130, 18.727], [-12.904, 13.811, 17.643], [-4.869, 7.518, 13.851], [-13.291, 10.504, 20.099], [-15.679, 12.703, 17.125], [-14.203, 13.799, 18.894], [-11.303, 6.290, 16.987], [-6.022, 10.584, 10.929], [-13.294, 12.259, 20.447], [-16.556, 4.735, 14.321], [-9.821, 8.942, 18.830], [-13.063, 7.707, 14.891], [-3.073, 6.900, 17.800], [-15.526, 10.641, 20.811], [-6.130, 8.599, 21.163], [-14.753, 6.501, 13.969], [-4.233, 7.382, 19.955], [-6.630, 3.148, 12.779], [-4.372, 8.743, 11.631], [-8.718, 9.085, 21.024], [-15.152, 14.284, 16.771]], "lowdin_charge": [1.240, 0.736, 0.760, 0.047, -0.170, 0.001, 0.022, -0.035, -0.064, 0.007, -0.078, 0.033, -0.216, -0.082, -0.139, -0.134, -0.135, -0.082, -0.162, -0.401, -0.127, 0.034, -0.140, -0.011, -0.150, -0.042, -0.064, -0.031, -0.159, -0.030, -0.083, -0.212, -0.562, 0.025, -0.301, -0.031, -0.064, -0.211, -0.152, -0.106, -0.022, 0.004, -0.049, -0.015, -0.083, -0.206, -0.247, -0.052, -0.334, 0.009, -0.004, -0.031, -0.622, -0.020, 0.024, -0.012, 0.123, 0.071, 0.127, 0.088, 0.135, 0.065, 0.115, 0.078, 0.101, 0.093, 0.131, 0.122, 0.115, 0.113, 0.121, 0.104, 0.117, 0.096, 0.104, 0.060, 0.120, 0.091, 0.126, 0.130, 0.113, 0.107, 0.133, 0.127, 0.082, 0.139, 0.124, 0.108, 0.125, 0.117, 0.140, 0.070], "homo_lumo_gap_ev": [5.25, 5.22], "e_above_lowest_kcal_mol": 31.18, "e_tot_ha": -4046.92083, "total_charge": 1, "lumo_energy_ev": [-4.23, -4.24]}